Entry 1:
{"formula": "C11H13ClN2", "method": "the ωB97M-V functional and the def2-TZVPD basis", "elements": ["Cl", "C", "C", "C", "C", "C", "C", "C", "C", "C", "N", "C", "C", "N", "H", "H", "H", "H", "H", "H", "H", "H", "H", "H", "H", "H", "H"], "xyz": [[0.157, -1.759, 1.681], [-1.177, -0.907, 0.791], [-2.037, -1.677, -0.011], [-3.009, -1.038, -0.738], [-3.171, 0.340, -0.662], [-2.328, 1.111, 0.122], [-1.303, 0.475, 0.864], [-0.239, 1.288, 1.529], [0.783, 1.830, 0.514], [1.665, 0.750, -0.053], [2.762, 0.449, 0.541], [3.251, -0.740, -0.179], [2.122, -1.158, -1.183], [1.284, 0.039, -1.170], [-1.909, -2.724, -0.132], [-3.562, -1.574, -1.477], [-3.996, 0.869, -1.222], [-2.470, 2.188, 0.242], [-0.661, 2.115, 2.055], [0.326, 0.722, 2.300], [0.231, 2.308, -0.341], [1.377, 2.628, 1.005], [4.132, -0.468, -0.768], [3.515, -1.596, 0.513], [2.469, -1.456, -2.160], [1.521, -1.991, -0.745], [0.271, -0.027, -1.317]], "lowdin_charge": [0.68, -0.51, -0.10, -0.10, -0.09, -0.04, -0.26, -0.18, -0.11, -0.45, 0.08, -0.20, -0.18, 0.05, 0.10, 0.10, 0.12, 0.12, 0.10, 0.10, 0.13, 0.12, 0.10, 0.11, 0.10, 0.08, 0.13], "smiles": "Clc1ccccc1CCC1=NCCN1"}

***

Entry 2:
{"formula": "C23H13N9S2SbSe4Tc", "method": "the ωB97M-V functional and the def2-TZVPD basis", "elements": ["Tc", "C", "C", "C", "C", "C", "C", "N", "C", "C", "C", "C", "C", "C", "N", "N", "C", "C", "C", "C", "C", "N", "H", "H", "H", "H", "H", "H", "H", "H", "H", "H", "H", "H", "H", "S", "C", "S", "C", "C", "N", "C", "N", "N", "C", "N", "C", "N", "Se", "Sb", "Se", "Se", "Se"], "xyz": [[0.807, -0.163, -0.606], [-4.388, -1.691, 1.062], [-4.258, -0.385, 0.600], [-3.003, 0.190, 0.487], [-1.878, -0.551, 0.826], [-2.000, -1.848, 1.295], [-3.261, -2.419, 1.414], [-0.573, 0.034, 0.726], [-0.305, 1.039, 1.667], [-0.937, 1.184, 2.907], [-0.514, 2.191, 3.750], [0.512, 3.077, 3.389], [1.123, 2.964, 2.162], [0.697, 1.941, 1.316], [1.194, 1.656, 0.043], [2.002, 2.467, -0.526], [2.310, 1.993, -1.778], [3.104, 2.765, -2.637], [3.315, 2.323, -3.913], [2.720, 1.122, -4.329], [1.967, 0.406, -3.441], [1.782, 0.809, -2.160], [-5.368, -2.143, 1.138], [-5.132, 0.180, 0.307], [-2.886, 1.199, 0.112], [-1.106, -2.399, 1.565], [-3.358, -3.435, 1.771], [-1.723, 0.503, 3.202], [-0.983, 2.289, 4.720], [0.835, 3.842, 4.081], [1.919, 3.626, 1.852], [3.507, 3.696, -2.265], [3.919, 2.901, -4.599], [2.853, 0.747, -5.333], [1.493, -0.522, -3.724], [-1.007, -0.346, -2.332], [-1.846, -1.829, -2.033], [-1.022, -3.291, -1.492], [-3.183, -1.958, -2.267], [-3.982, -0.832, -2.656], [-4.632, 0.063, -2.969], [-3.835, -3.225, -2.092], [-4.317, -4.261, -1.950], [2.289, -0.666, 0.750], [2.318, -0.652, 1.948], [2.334, -0.784, 3.181], [2.788, 0.168, 4.006], [3.129, 0.987, 4.740], [5.294, -2.499, 1.963], [3.997, -2.438, 0.031], [1.032, -2.473, -1.706], [1.917, -3.927, -0.053], [4.338, -1.623, -2.150]], "lowdin_charge": [1.03, -0.07, -0.07, -0.04, -0.34, -0.06, -0.07, -0.11, -0.23, 0.01, -0.05, -0.07, 0.00, -0.21, -0.14, 0.13, -0.31, 0.01, -0.04, -0.05, -0.23, -0.10, 0.11, 0.11, 0.13, 0.11, 0.11, 0.12, 0.11, 0.11, 0.12, 0.12, 0.12, 0.12, 0.06, 0.63, -1.01, 0.55, -0.38, -0.24, 0.18, -0.25, 0.18, -0.15, -0.40, 0.15, -0.33, 0.15, 0.05, 0.13, 0.15, 0.15, 0.04]}

***

Entry 3:
{"formula": "C4H14N3O2", "method": "the ωB97M-V functional and the def2-TZVPD basis", "elements": ["C", "N", "C", "O", "C", "N", "C", "N", "H", "H", "H", "H", "H", "H", "H", "H", "H", "H", "H", "H", "H", "H", "O"], "xyz": [[1.433, -0.912, -0.252], [0.493, -0.753, -1.312], [0.755, 0.139, -2.331], [0.283, 1.527, -1.934], [1.066, 0.139, 0.982], [-0.205, -0.365, 1.552], [-1.001, 0.745, 2.045], [-1.802, 1.613, 1.162], [2.453, -0.562, -0.497], [1.455, -1.960, 0.098], [-1.491, -2.688, -0.184], [0.282, 0.013, -3.285], [1.895, 0.190, -2.444], [1.038, 1.092, 0.497], [1.939, 0.261, 1.619], [-0.691, -0.893, 0.834], [-0.320, 1.346, 2.649], [-1.738, 0.312, 2.762], [-1.316, 1.795, 0.296], [-2.678, 1.109, 0.967], [-0.596, -1.529, -1.176], [0.231, 1.657, -0.996], [-1.483, -2.276, -1.052]], "lowdin_charge": [-0.24, -0.17, -0.30, -0.15, -0.21, -0.06, -0.35, 0.01, 0.08, 0.10, -0.06, 0.09, 0.10, 0.06, 0.08, 0.07, 0.09, 0.10, 0.03, 0.07, -0.02, -0.02, -0.30], "charge": -1}

***

The evaluated energy above the lowest of the compared OMol25 structures with the same formula, charge and spin for the records listed, in turn: 0.000; 0.000; 0.000 eV.
The evaluated molar mass for the records listed, in turn: 208.69; 1015.15; 136.17 u.
The evaluated LUMO energy for the records listed, in turn: 0.79; -1.99; 3.97 eV.